Record 1
Here is C39H26BrClILaN6O5 as an isolated structure at a distorted geometry from the Open Molecules 2025 dataset. Energies are from wB97M-V/def2-TZVPD.

Calculated values
HOMO level (Ha): -0.286
F_max (eV/A): 1.9
ΔE to the lowest compared entry with this formula, charge and spin (kcal/mol): 25.7
Orbital gap (eV): 7.378

Element x y z (Å)
La -0.026 -0.259 0.054
I -0.802 1.800 -2.252
C -1.628 0.188 -3.376
C -2.337 0.610 -4.457
C -2.932 -0.354 -5.307
C -2.793 -1.680 -5.027
C -2.060 -2.118 -3.891
C -1.947 -3.507 -3.600
C -1.242 -3.930 -2.516
C -0.613 -2.978 -1.665
C -0.688 -1.625 -1.876
C -1.436 -1.185 -3.013
H -2.449 1.666 -4.672
H -3.498 -0.022 -6.173
H -3.245 -2.430 -5.672
H -2.438 -4.219 -4.260
H -1.166 -4.991 -2.299
H -0.036 -3.372 -0.824
Br 3.543 5.708 -3.077
C 4.686 4.253 -2.700
C 4.813 3.806 -1.395
C 5.646 2.726 -1.127
C 6.359 2.113 -2.148
C 6.251 2.599 -3.436
C 5.398 3.660 -3.726
N 7.373 1.095 -1.888
N 7.115 0.177 -1.078
C 5.752 -0.045 -0.637
C 5.606 -0.370 0.679
C 4.340 -0.488 1.290
C 3.183 -0.334 0.564
O 1.981 -0.374 1.096
C 3.320 -0.164 -0.867
N 2.159 -0.208 -1.600
C 2.230 -0.143 -2.902
C 3.453 -0.055 -3.593
C 4.616 -0.011 -2.882
C 4.588 -0.029 -1.466
H 4.263 4.292 -0.595
H 5.764 2.373 -0.110
H 6.837 2.131 -4.223
H 5.303 4.029 -4.740
H 6.514 -0.482 1.268
H 4.250 -0.695 2.352
H 1.290 -0.204 -3.441
H 3.457 -0.042 -4.677
H 5.566 -0.004 -3.403
O -5.125 2.810 2.529
C -4.045 3.464 2.892
O -4.112 4.472 3.549
C -2.693 2.936 2.464
C -1.514 3.553 2.834
Cl -1.272 5.013 3.660
N -0.479 2.853 2.332
N -0.911 1.791 1.648
C -2.239 1.813 1.707
C -2.986 0.678 1.002
O -4.192 0.539 1.194
O -2.266 -0.066 0.262
C 0.952 3.044 2.429
C 1.712 2.767 1.305
C 3.089 2.878 1.354
C 3.709 3.293 2.524
C 2.938 3.588 3.642
C 1.556 3.453 3.605
H -4.897 1.963 2.044
H 1.230 2.497 0.380
H 3.672 2.635 0.473
H 4.788 3.385 2.565
H 3.413 3.914 4.561
H 0.967 3.645 4.492
C -3.372 -3.802 2.797
C -2.065 -3.428 3.516
C -1.256 -2.499 2.698
N -0.669 -1.803 2.005
H -3.941 -4.494 3.416
H -3.165 -4.279 1.840
H -3.980 -2.916 2.611
H -1.458 -4.305 3.719
H -2.267 -2.944 4.467

=====

Record 2
Here is C33H30BrN8OsP as an isolated structure from the Open Molecules 2025 dataset. Energies are from wB97M-V/def2-TZVPD.

Calculated values
Net charge: +4
2S+1: 5
Expectation value of S²: 6.057
HOMO level (spin up / spin down) (Ha): -0.644 / -0.662
F_max (eV/A): 1.0
ΔE to the lowest compared entry with this formula, charge and spin (kcal/mol): 6.5
Orbital gap (spin up / spin down) (eV): 5.827 / 4.410

Element x y z (Å)
Os 0.109 -0.029 -0.138
C 0.722 -0.958 4.121
C 0.937 -0.477 2.831
N 0.075 -0.741 1.849
C -1.015 -1.499 2.144
C -1.212 -1.950 3.447
N -0.349 -1.679 4.409
C -1.927 -1.751 1.019
C -2.980 -2.652 1.006
C -3.743 -2.831 -0.153
C -3.391 -2.063 -1.274
C -2.330 -1.181 -1.212
N -1.612 -1.032 -0.078
C -1.812 -0.363 -2.327
C -2.429 -0.215 -3.567
N -1.885 0.505 -4.531
C -0.733 1.113 -4.303
C -0.107 1.005 -3.064
N -0.635 0.272 -2.082
C -4.866 -3.816 -0.201
C -5.613 -4.000 -1.375
C -6.648 -4.925 -1.396
N -6.868 -5.584 -0.291
C -6.244 -5.497 0.852
C -5.200 -4.585 0.926
H 1.416 -0.758 4.928
H 1.809 0.113 2.590
H -2.086 -2.528 3.726
H -3.186 -3.211 1.905
H -3.931 -2.152 -2.204
H -3.382 -0.682 -3.787
H -0.304 1.690 -5.113
H 0.833 1.497 -2.866
H -5.441 -3.452 -2.287
H -7.264 -5.116 -2.272
H -6.554 -6.120 1.688
H -4.692 -4.512 1.874
Br 5.844 -4.305 -1.005
C 4.723 -2.827 -0.807
C 3.335 -2.967 -0.969
C 2.523 -1.877 -0.842
C 3.035 -0.575 -0.546
C 4.446 -0.478 -0.364
C 5.262 -1.570 -0.495
N 2.174 0.470 -0.440
C 2.800 1.788 -0.354
C 2.442 4.097 1.459
C 1.683 4.897 2.232
C 0.254 5.088 2.223
C -0.742 4.220 1.911
C -0.628 2.865 1.485
N 0.320 2.281 0.814
H 2.922 -3.936 -1.216
H 1.457 -1.997 -1.029
H 4.910 0.456 -0.080
H 6.330 -1.467 -0.354
H 3.544 1.778 0.450
H 2.212 5.535 2.935
H -0.066 6.040 2.633
H -1.753 4.544 2.134
H -1.465 2.220 1.754
C 3.934 4.014 1.589
P 1.624 3.115 0.182
C 1.067 4.191 -1.152
C 3.491 2.234 -1.654
H 4.438 3.970 0.623
H 4.242 3.144 2.175
H 4.310 4.889 2.118
H 1.900 4.462 -1.801
H 0.673 5.106 -0.710
H 0.280 3.717 -1.739
H 3.898 3.242 -1.552
H 2.801 2.228 -2.497
H 4.317 1.574 -1.904

=====

Record 3
Here is a 2-piece molecular cluster, C9H9N3O2 overall at a distorted geometry from the Open Molecules 2025 dataset. Energies are from wB97M-V/def2-TZVPD.

Calculated values
SMILES: O=c1cc[nH]c(=O)[nH]1.c1ccncc1
HOMO level (Ha): -0.329
F_max (eV/A): 6.2
ΔE to the lowest compared entry with this formula, charge and spin (kcal/mol): 76.5
Orbital gap (eV): 9.522

Element x y z (Å)
C -1.417 0.738 0.645
C -2.659 0.117 1.188
C -2.990 -1.117 0.894
C -0.817 -1.570 -0.379
C 2.259 1.821 0.528
C 2.323 1.835 -0.882
C 2.029 0.730 -1.637
C 1.576 -0.384 -0.945
C 1.575 -0.371 0.447
H 0.115 0.162 -0.508
H -3.319 0.680 1.884
H -3.937 -1.599 1.238
H -2.426 -2.797 -0.178
H 2.613 2.632 1.171
H 2.626 2.739 -1.396
H 1.961 0.708 -2.709
H 1.284 -1.281 -1.466
H 1.260 -1.203 1.020
N -0.624 -0.207 0.021
N -2.110 -1.910 0.171
N 1.904 0.717 1.195
O -1.148 1.922 0.574
O -0.077 -2.360 -0.876

=====

Record 4
Here is one molecule with the formula C5H6O from the Open Molecules 2025 dataset. Energies are from wB97M-V/def2-TZVPD.

Calculated values
SMILES: C=C=C(C)C=O
HOMO level (Ha): -0.361
F_max (eV/A): 0.5
ΔE to the lowest compared entry with this formula, charge and spin (kcal/mol): 32.6
Orbital gap (eV): 10.427

Element x y z (Å)
C -0.084 1.413 0.856
C -0.231 0.191 -0.011
C -1.475 0.065 -0.811
O -2.360 0.891 -0.788
C 0.652 -0.777 -0.120
C 1.497 -1.759 -0.260
H 0.844 1.383 1.432
H -0.092 2.316 0.237
H -0.933 1.488 1.543
H 1.455 -2.634 0.384
H -1.544 -0.847 -1.439
H 2.271 -1.730 -1.023

=====

Record 5
Here is C5H6O as an isolated structure at a distorted geometry from the Open Molecules 2025 dataset. Energies are from wB97M-V/def2-TZVPD.

Calculated values
HOMO level (Ha): -0.346
F_max (eV/A): 1.3
ΔE to the lowest compared entry with this formula, charge and spin (kcal/mol): 46.3
Orbital gap (eV): 10.428

Element x y z (Å)
O -1.368 1.933 0.730
C -0.719 1.092 0.149
C -1.110 -0.134 -0.659
C -0.090 -0.777 0.337
C 1.307 -0.459 -0.232
C 0.600 0.592 0.553
H -2.177 -0.367 -0.663
H -0.724 -0.165 -1.684
H -0.408 -1.466 1.112
H 1.328 -0.585 -1.308
H 2.309 -0.615 0.197
H 1.053 0.950 1.468

=====

Record 6
Here is a 2-piece molecular cluster, C33H32BBr2F3O3 overall at a distorted geometry from the Open Molecules 2025 dataset. Energies are from wB97M-V/def2-TZVPD.

Calculated values
HOMO level (Ha): -0.208
F_max (eV/A): 3.7
ΔE to the lowest compared entry with this formula, charge and spin (kcal/mol): 18.4
Orbital gap (eV): 3.353

Element x y z (Å)
Br -7.270 1.103 0.279
C -5.632 0.354 0.877
C -5.515 -1.024 1.082
C -4.306 -1.576 1.492
C -3.165 -0.764 1.726
C -1.869 -1.317 2.044
C -0.797 -0.793 1.316
C 0.225 -1.467 0.654
C 1.451 -0.805 0.270
C 2.592 -1.551 -0.128
C 3.837 -0.951 -0.280
C 3.962 0.440 -0.118
Br 5.636 1.283 -0.365
C 2.838 1.224 0.197
C 1.598 0.608 0.382
C -3.328 0.641 1.538
C -4.542 1.188 1.137
H -6.383 -1.641 0.873
H -4.232 -2.654 1.628
H -1.810 -2.334 2.449
H -0.866 0.279 1.108
H 0.088 -2.530 0.415
H 2.492 -2.628 -0.282
H 4.715 -1.545 -0.531
H 2.943 2.301 0.292
H 0.750 1.242 0.626
H -2.512 1.333 1.744
H -4.669 2.257 0.991
C -2.982 -4.967 8.454
C -2.414 -3.785 7.849
C -1.856 -2.667 8.462
C -1.464 -1.800 7.412
C -1.938 -2.358 6.229
B -0.943 -2.316 4.525
C -2.433 -1.703 4.999
C -2.485 -0.238 5.051
C -3.639 0.482 4.890
C -4.854 -0.184 4.682
C -6.121 0.580 4.466
F -7.009 -0.115 3.675
F -6.774 0.877 5.624
F -5.866 1.768 3.829
C -4.889 -1.583 4.642
C -3.735 -2.308 4.664
O 0.266 -1.765 4.847
C 1.264 -2.785 4.552
C 2.084 -2.219 3.415
C 2.180 -2.959 5.746
C 0.406 -4.069 4.168
C 0.807 -4.737 2.873
C 0.313 -5.107 5.265
O -0.942 -3.579 3.996
O -2.442 -3.613 6.490
H -2.536 -5.079 9.453
H -4.069 -4.846 8.598
H -2.761 -5.876 7.874
H -1.736 -2.521 9.531
H -0.934 -0.868 7.516
H -1.543 0.286 5.217
H -3.606 1.576 4.906
H -5.835 -2.106 4.516
H -3.792 -3.385 4.538
H 2.744 -2.964 2.960
H 1.442 -1.788 2.642
H 2.706 -1.400 3.788
H 2.996 -3.650 5.499
H 2.652 -2.003 6.003
H 1.656 -3.322 6.633
H 1.852 -5.074 2.888
H 0.190 -5.629 2.738
H 0.646 -4.065 2.023
H 1.238 -5.693 5.322
H 0.108 -4.635 6.233
H -0.518 -5.783 5.034

=====

Record 7
Here is one molecule with the formula C8H7Cl3Si at a distorted geometry from the Open Molecules 2025 dataset. Energies are from wB97M-V/def2-TZVPD.

Calculated values
SMILES: C=C(c1ccccc1)[Si](Cl)(Cl)Cl
HOMO level (Ha): -0.333
F_max (eV/A): 3.6
ΔE to the lowest compared entry with this formula, charge and spin (kcal/mol): 0.0
Orbital gap (eV): 9.604

Element x y z (Å)
C 2.490 -1.336 -0.091
C 1.756 -1.217 1.121
C 2.054 -0.613 -1.199
C 0.533 -0.574 1.173
C 0.876 0.056 -1.202
C 0.183 0.166 0.024
C -0.976 2.234 -0.056
C -1.093 0.899 0.031
Si -2.734 -0.015 0.146
Cl -2.357 -2.005 0.280
Cl -3.901 0.592 1.625
Cl -3.721 0.484 -1.620
H 3.357 -1.975 0.144
H 2.230 -1.755 2.049
H 2.544 -0.593 -2.217
H -0.018 -0.527 2.059
H 0.570 0.659 -2.139
H -1.741 2.884 0.014
H -0.048 2.634 -0.143

=====

Record 8
Here is one molecule with the formula C5H10O2 at a distorted geometry from the Open Molecules 2025 dataset. Energies are from wB97M-V/def2-TZVPD.

Calculated values
SMILES: C[C@@]1(CCO)CO1
HOMO level (Ha): -0.368
F_max (eV/A): 1.0
ΔE to the lowest compared entry with this formula, charge and spin (kcal/mol): 61.0
Orbital gap (eV): 10.976

Element x y z (Å)
C 1.431 -0.188 -0.217
C 0.074 -0.730 0.179
C -1.031 0.073 -0.468
C -0.607 1.564 -0.358
O 0.122 1.970 0.827
C -0.148 -2.040 0.799
O -0.122 -0.861 1.596
H 1.513 -0.153 -1.312
H 1.456 0.831 0.205
H 2.262 -0.746 0.205
H -1.989 -0.122 0.026
H -1.157 -0.225 -1.524
H -1.462 2.230 -0.394
H 0.034 1.783 -1.227
H -0.005 1.360 1.573
H 0.703 -2.704 0.957
H -1.114 -2.543 0.733

=====

Record 9
Here is a 2-piece molecular cluster, C5H14NO2 overall at a distorted geometry from the Open Molecules 2025 dataset. Energies are from wB97M-V/def2-TZVPD.

Calculated values
Net charge: +1
HOMO level (Ha): -0.533
F_max (eV/A): 1.5
ΔE to the lowest compared entry with this formula, charge and spin (kcal/mol): 35.3
Orbital gap (eV): 11.115

Element x y z (Å)
O -0.988 2.288 0.234
C -0.991 1.122 0.532
C -0.427 0.034 -0.341
C 0.929 -0.370 0.258
C 1.433 -1.746 -0.161
C 2.023 0.704 0.116
N -0.269 0.702 -1.721
H -1.485 0.831 1.461
H -1.072 -0.826 -0.454
H 0.673 -0.554 1.304
H 2.247 -2.099 0.475
H 1.819 -1.861 -1.176
H 0.681 -2.509 0.036
H 1.645 1.657 0.490
H 2.410 0.773 -0.900
H 2.817 0.423 0.798
H -1.067 1.303 -1.925
H 0.615 1.208 -1.682
H -0.239 -0.035 -2.424
H -2.188 -2.701 0.731
H -2.350 -1.940 1.925
O -1.694 -2.017 1.213

=====

Record 10
Here is C24H38GeN4O2PtSSi as an isolated structure from the Open Molecules 2025 dataset. Energies are from wB97M-V/def2-TZVPD.

Calculated values
HOMO level (spin up / spin down) (Ha): -0.254 / -0.254
F_max (eV/A): 0.1
ΔE to the lowest compared entry with this formula, charge and spin (kcal/mol): 22.6
Orbital gap (spin up / spin down) (eV): 6.171 / 6.170

Element x y z (Å)
Pt 0.557 -0.043 0.162
C -0.674 3.840 4.253
C 0.819 3.707 3.981
N 1.220 2.346 3.658
C 0.974 1.770 2.465
S 1.358 0.080 2.322
N 0.489 2.538 1.512
N 0.284 1.890 0.337
C -0.123 2.545 -0.708
C -0.357 4.016 -0.707
C -0.304 1.727 -1.899
C -0.695 2.254 -3.124
C -0.828 1.412 -4.212
C -0.578 0.058 -4.051
C -0.202 -0.415 -2.810
N -0.061 0.399 -1.760
H -0.927 4.876 4.480
H -0.972 3.222 5.101
H -1.246 3.528 3.380
H 1.400 4.012 4.852
H 1.113 4.347 3.150
H 1.470 1.726 4.410
H -0.319 4.393 0.309
H -1.329 4.256 -1.138
H 0.413 4.521 -1.298
H -0.886 3.314 -3.212
H -1.131 1.807 -5.172
H -0.680 -0.638 -4.871
H -0.030 -1.462 -2.619
C -3.321 2.104 0.123
Ge -3.115 0.140 0.163
C -4.594 -0.573 1.242
C -3.382 -0.484 -1.677
C -1.443 -0.347 1.022
H -4.378 2.374 0.147
H -2.895 2.521 -0.791
H -2.828 2.573 0.978
H -5.559 -0.277 0.826
H -4.531 -0.205 2.267
H -4.549 -1.663 1.270
H -4.451 -0.481 -1.902
H -2.991 -1.493 -1.805
H -2.891 0.176 -2.394
H -1.494 -1.410 1.274
H -1.438 0.192 1.977
O -0.892 -2.652 -1.041
C 0.100 -2.917 -0.379
O 0.939 -2.050 0.106
C 0.460 -4.342 -0.055
C -0.340 -5.361 -0.558
C -0.041 -6.685 -0.276
C 1.061 -6.995 0.510
C 1.861 -5.979 1.015
C 1.561 -4.655 0.735
H -1.194 -5.095 -1.167
H -0.668 -7.476 -0.667
H 1.295 -8.029 0.731
H 2.719 -6.220 1.630
H 2.172 -3.854 1.128
C 3.030 -0.346 -2.419
Si 2.865 0.172 -0.614
C 4.045 -0.909 0.365
C 3.421 1.969 -0.485
H 4.085 -0.358 -2.704
H 2.513 0.336 -3.098
H 2.635 -1.353 -2.578
H 5.027 -0.929 -0.116
H 3.669 -1.933 0.415
H 4.167 -0.544 1.386
H 4.459 2.080 -0.809
H 3.346 2.331 0.544
H 2.808 2.622 -1.114

=====

Record 11
Here is one molecule with the formula C4H6N2O at a distorted geometry from the Open Molecules 2025 dataset. Energies are from wB97M-V/def2-TZVPD.

Calculated values
SMILES: [H]/N=c1/[nH]cc(C)o1
HOMO level (Ha): -0.290
F_max (eV/A): 2.3
ΔE to the lowest compared entry with this formula, charge and spin (kcal/mol): 26.6
Orbital gap (eV): 8.716

Element x y z (Å)
C -2.448 -0.516 0.038
C -1.048 0.042 -0.029
C -0.509 1.249 -0.019
C 1.202 -0.178 -0.009
H -2.623 -1.196 -0.822
H -3.206 0.260 0.018
H -2.631 -1.115 0.976
H -0.922 2.222 -0.005
H 1.636 1.828 0.233
H 2.167 -1.747 -0.044
N 0.876 1.141 -0.028
N 2.340 -0.715 0.045
O -0.015 -0.852 -0.045

=====

The lowest ΔE to the lowest compared entry with this formula, charge and spin belongs to which entry?
C8H7Cl3Si

=====

What did the eighth record say?
Here is one molecule with the formula C5H10O2 at a distorted geometry from the Open Molecules 2025 dataset. Energies are from wB97M-V/def2-TZVPD.

Calculated values
SMILES: C[C@@]1(CCO)CO1
HOMO level (Ha): -0.368
F_max (eV/A): 1.0
ΔE to the lowest compared entry with this formula, charge and spin (kcal/mol): 61.0
Orbital gap (eV): 10.976

Element x y z (Å)
C 1.431 -0.188 -0.217
C 0.074 -0.730 0.179
C -1.031 0.073 -0.468
C -0.607 1.564 -0.358
O 0.122 1.970 0.827
C -0.148 -2.040 0.799
O -0.122 -0.861 1.596
H 1.513 -0.153 -1.312
H 1.456 0.831 0.205
H 2.262 -0.746 0.205
H -1.989 -0.122 0.026
H -1.157 -0.225 -1.524
H -1.462 2.230 -0.394
H 0.034 1.783 -1.227
H -0.005 1.360 1.573
H 0.703 -2.704 0.957
H -1.114 -2.543 0.733

=====

Which value of F_max does entry 4 give?
0.5 eV/A